# C16H22NO3

C16H22NO3 as an isolated structure (ωB97M-V with the def2-TZVPD basis set, the Open Molecules 2025 dataset).

The geometry in ORCA input format:
```
! RIJCOSX wB97M-V def2-TZVPD def2/J DEFGRID3
* xyz 1 1
C -1.13996 -3.24671 -0.13375
C -1.13132 -2.34399 -1.43636
H -0.33787 -2.48821 -2.17853
H -2.19402 -2.47989 -1.96458
O -1.02464 -1.14656 -1.26159
C -2.03632 -0.38846 -0.29232
C -3.39893 -0.78628 -0.01644
C -4.18301 0.16730 0.43410
C -3.75388 1.33515 1.04441
C -2.33185 1.62926 0.99001
C -1.57304 1.07001 0.29274
O -0.26356 1.21581 0.01458
C 0.31078 2.28196 -0.08859
H 0.31405 3.02483 1.04926
C 1.70223 2.41223 -0.65905
C 1.70831 1.72351 -1.77384
N 1.43887 0.15583 -1.78076
H 0.55292 0.19786 -1.06509
C 2.57461 -0.51452 -1.43607
C 2.53187 -0.62299 0.23012
C 3.46756 -0.25723 0.90742
C 2.90644 -0.48730 2.44012
C 1.80940 -1.05911 2.14035
O 1.46526 -1.18707 0.95166
H 1.09214 -1.40456 2.52582
H 3.59424 -0.38189 3.21044
H 4.45869 0.03315 0.76596
H 3.46733 -0.16150 -1.82770
H 2.12994 -1.65270 -1.63061
H 1.10166 -0.02555 -2.67745
H 2.79700 1.95213 -2.36406
H 1.05209 2.22910 -2.70530
H 2.10451 3.49170 -0.60659
H 2.33468 1.77703 0.15181
H -0.41028 2.96904 -0.63104
H -1.96328 2.77968 1.50119
H -4.34041 1.94317 1.53733
H -5.19548 -0.12348 0.93521
H -3.71549 -1.51104 -0.62226
H -1.41826 -4.15245 -0.43551
H -0.14499 -3.20084 0.42606
H -2.10983 -2.93908 0.74010
*
```

Output
F_max = 18.9 eV/A
Energy relative to the best compared isomer or geometry (same formula, charge and spin) = 18.5416 eV
E = -902.47874 hartree

# C16H22O10

A 3-piece molecular cluster, C16H22O10 overall (ωB97M-V with the def2-TZVPD basis set, the Open Molecules 2025 dataset).

The geometry in ORCA input format:
```
! RIJCOSX wB97M-V def2-TZVPD def2/J DEFGRID3
* xyz 0 1
O -2.35953 -3.99868 0.31467
C -1.78576 -3.65822 1.33467
C -2.39588 -3.85538 2.67284
C -1.61338 -4.01352 3.72844
C -0.14634 -3.95421 3.53315
O 0.61793 -4.53365 4.28660
C 0.35741 -3.14454 2.38043
C 1.73216 -2.57794 2.55027
C 1.91667 -1.04228 2.37585
C 0.66218 -0.15766 2.30664
C 0.32294 0.40697 0.94478
O -0.28944 1.44786 0.83477
O 0.72529 -0.23503 -0.16706
C -0.44400 -3.03231 1.32560
H -3.46824 -3.88078 2.73998
H -2.00706 -4.18834 4.71056
H 2.36900 -3.07811 1.82815
H 2.10986 -2.87577 3.51704
H 2.49600 -0.69877 3.21949
H 2.54686 -0.84286 1.51754
H -0.22415 -0.60641 2.73488
H 0.85236 0.73167 2.88834
H 1.37577 -0.91649 0.02558
H -0.13241 -2.50238 0.44232
C 0.31990 4.20168 -0.33546
O 1.20939 4.50121 -1.41993
C 2.38866 4.97941 -1.04401
O 2.75163 5.16793 0.08695
O 3.11082 5.21445 -2.14124
C 4.41348 5.73617 -1.88169
H -0.59337 3.81658 -0.77613
H 0.74429 3.44584 0.31043
H 0.09428 5.10369 0.23172
H 5.00029 5.03261 -1.29399
H 4.34961 6.69269 -1.36652
H 4.88752 5.87982 -2.84834
C -0.52184 0.02455 -2.80518
O -1.58709 -0.05433 -3.75692
C -2.65487 -0.70669 -3.30768
O -2.77388 -1.20162 -2.21880
O -3.57338 -0.71859 -4.27352
C -4.78047 -1.39379 -3.91950
H 0.28551 0.57582 -3.27980
H -0.84177 0.55860 -1.91706
H -0.17050 -0.97026 -2.54299
H -5.25778 -0.90843 -3.07037
H -4.58375 -2.43958 -3.69140
H -5.43492 -1.33092 -4.78408
*
```

Output
F_max = 1.4 eV/A
Energy relative to the best compared isomer or geometry (same formula, charge and spin) = 0.4159 eV
E = -1375.25495 hartree

# C16H23As2NO3Rb

C16H23As2NO3Rb as an isolated structure (ωB97M-V with the def2-TZVPD basis set, the Open Molecules 2025 dataset).

The geometry in ORCA input format:
```
! RIJCOSX wB97M-V def2-TZVPD def2/J DEFGRID3
* xyz 1 1
Rb 0.98731 2.90617 -0.23344
O -1.49940 0.33255 -3.07540
C -0.91549 0.42884 -4.15530
O 0.61138 -1.48559 -2.49408
C 0.66542 -1.43014 -3.70960
O 1.38862 -2.31028 -4.46449
N 0.05064 -0.50902 -4.59509
C 1.13735 -2.08155 -5.86787
C 0.28422 -0.85079 -6.00408
H 0.61509 -2.95493 -6.27970
H 2.10637 -1.95542 -6.37519
H -0.65640 -1.06259 -6.53028
H 0.80807 -0.05995 -6.54434
C -1.09019 1.49928 -5.16836
C -1.71129 2.66242 -4.90300
H -0.71398 1.32080 -6.18209
H -2.05783 2.92043 -3.90975
H -1.88458 3.38288 -5.70947
C 0.17668 -2.10845 1.22521
As 1.76964 -1.72041 2.32839
C 2.40500 -0.00162 1.63638
C 0.93145 -1.05273 4.01756
C 1.62425 -1.32821 5.21580
C 1.14257 -0.88356 6.45564
C -0.02196 -0.10595 6.52068
C -0.72133 0.17493 5.33280
C -0.23061 -0.30140 4.12735
As -1.40914 0.40536 2.48907
C -0.57006 2.19499 2.68298
C -2.68929 0.97532 0.89056
H 0.44310 -2.07420 0.15841
H -0.64309 -1.37380 1.44063
H -0.15615 -3.11950 1.50594
H 1.76981 0.82774 1.94939
H 3.39402 0.10874 2.09763
H 2.52161 -0.07023 0.54625
H 2.53490 -1.91841 5.15214
H 1.68153 -1.13698 7.38197
H -0.37932 0.29688 7.47753
H -1.64803 0.78270 5.32802
H 0.52324 2.10054 2.68840
H -0.95399 2.88142 1.91105
H -0.88149 2.53966 3.68225
H -2.41188 1.95729 0.47350
H -3.68882 1.02189 1.35585
H -2.63793 0.17489 0.13016
*
```

Output
F_max = 2.3 eV/A
E = -5399.21047 hartree

# C16H23Be2CaCl2F2NO7S

C16H23Be2CaCl2F2NO7S as an isolated structure (ωB97M-V with the def2-TZVPD basis set, the Open Molecules 2025 dataset).

The geometry in ORCA input format:
```
! RIJCOSX wB97M-V def2-TZVPD def2/J DEFGRID3
* xyz 0 1
C -0.08606 -0.79373 -4.60961
C -1.00590 0.36873 -3.83988
C 0.03105 1.53017 -3.32872
C 0.19474 1.65702 -1.70369
C 0.18571 0.23738 -0.88557
C 1.52469 0.08615 0.07828
C 1.89604 1.03212 1.17993
C 0.98126 2.35868 1.52834
C -0.52608 1.97647 2.04836
O -1.50795 2.88298 1.92922
C 3.31552 0.66601 1.98369
O 3.48461 0.85807 3.31045
C 4.53021 0.07026 1.00007
S 6.31884 0.58051 1.24137
C 4.16348 -0.87618 -0.12890
O 5.16381 -1.42091 -1.07885
N 4.98058 -2.73608 -1.29371
O 4.41528 -2.95279 -2.35341
C 2.52900 -1.21621 -0.22561
O 2.02763 -2.42710 -0.48292
H 0.11101 -1.67741 -3.85859
H 0.98010 -0.38806 -4.92509
H -0.59253 -1.16547 -5.62064
H -1.76304 0.75538 -4.66641
H -1.62812 -0.14515 -2.97736
H 1.10751 1.47634 -3.79908
H -0.42478 2.56979 -3.69845
H -0.56803 2.43949 -1.22318
H 1.26977 2.14083 -1.51509
H 0.15033 -0.72483 -1.55027
H -0.75878 0.27387 -0.16346
H 1.53021 2.97089 2.39334
H 0.98906 3.09805 0.59219
H -0.68661 0.89657 2.52436
H 6.79377 1.07730 -0.00745
Ca 0.66362 2.11505 4.26098
F -2.58609 0.12850 -0.04073
C -4.97199 -0.39840 1.89140
C -4.47716 -1.74794 2.43726
C -5.65018 -2.74184 2.47552
O -4.06612 -1.55776 3.67880
H -5.77105 0.03631 2.50630
H -4.15687 0.33408 1.83334
H -5.37211 -0.52128 0.87794
H -3.77796 -2.13827 1.68413
H -6.47468 -2.39476 3.11220
H -5.33162 -3.72488 2.84494
H -6.05730 -2.88893 1.46800
Be 2.98870 -0.09823 5.64230
Cl -2.58085 1.85762 -2.58315
F -0.25690 -0.84915 1.26568
Be -5.23288 0.83137 4.22518
Cl 7.65567 0.92728 3.63628
O 2.97397 -0.99337 -3.81916
H 3.35545 -1.65453 -3.27092
*
```

Output
F_max = 8.8 eV/A
E = -3428.89464 hartree

# C16H23F3IInNO2

C16H23F3IInNO2 as an isolated structure (ωB97M-V with the def2-TZVPD basis set, the Open Molecules 2025 dataset).

The geometry in ORCA input format:
```
! RIJCOSX wB97M-V def2-TZVPD def2/J DEFGRID3
* xyz 3 1
C -1.76251 -2.97562 1.73711
C -2.18977 -2.17787 0.76544
C -2.60795 -1.05521 -0.26141
C -1.44744 -0.25922 -1.01150
C -2.22547 1.16304 -1.33409
C -2.32287 2.16446 -0.08916
C -1.15457 -0.72907 -2.56366
I -1.38188 -2.82227 -3.11800
N 0.00939 0.07558 -3.10555
C 0.66186 0.59937 -1.85410
O 1.50967 1.53015 -1.86837
C 0.05794 -0.17515 -0.52487
C 0.97624 -1.42439 -0.16138
C 1.81623 -2.11322 -1.34401
C 3.39229 -1.71799 -1.21441
F 3.88462 -2.53067 -0.12097
F 3.60867 -0.33941 -0.96452
F 4.14014 -2.13802 -2.35490
O 0.44772 0.80655 0.50977
C -0.13485 0.49432 1.79220
C 0.01657 1.84456 2.69970
C 1.43570 1.81560 3.50262
C 2.71831 1.80328 2.50031
H -1.52123 -3.88826 2.39940
H -3.25943 -1.56889 -1.07769
H -3.35711 -0.35865 0.29229
H -1.81042 1.70960 -2.24507
H -3.31114 0.83626 -1.59290
H -3.19956 2.90037 -0.29219
H -1.38224 2.84468 -0.03203
H -2.56807 1.65610 0.90552
H -2.03833 -0.23596 -3.14121
H -0.34599 0.90888 -3.61138
H 1.78758 -1.04045 0.58216
H 0.45380 -2.28790 0.42259
H 1.42047 -1.97236 -2.40248
H 1.80551 -3.26155 -1.15529
H 0.54033 -0.29471 2.32552
H -1.24322 0.20597 1.77223
H -0.82271 1.77728 3.50432
H -0.12504 2.80290 2.08511
H 1.47855 0.91709 4.23382
H 1.55910 2.76353 4.15676
H 2.57090 2.50648 1.59760
H 3.68874 2.13714 3.02185
H 2.83049 0.73789 2.04631
In -2.65327 -1.67978 -5.37601
*
```

Output
F_max = 6.6 eV/A
E = -1614.55030 hartree

# C16H23F3NNaO7S

C16H23F3NNaO7S as an isolated structure (ωB97M-V with the def2-TZVPD basis set, the Open Molecules 2025 dataset).

The geometry in ORCA input format:
```
! RIJCOSX wB97M-V def2-TZVPD def2/J DEFGRID3
* xyz 0 1
O -4.44870 4.67064 1.73460
C -3.81328 3.72175 2.31755
O -3.73816 3.71907 3.70022
C -3.16444 2.60169 1.38084
C -1.81628 3.04749 0.63830
O -1.60859 2.35999 -0.63038
S -1.64391 0.69737 -0.47086
O -2.38689 0.17765 -1.69531
O -0.29411 0.02868 -0.48440
C -2.56900 0.08567 1.01387
C -2.90627 1.19915 2.12102
C -1.87733 1.28043 3.34446
O -1.19379 0.01947 3.65021
C 0.19338 0.14170 3.57784
F 0.75227 -1.13675 3.95887
F 0.67340 0.38689 2.26894
F 0.74823 1.08003 4.47481
H -3.93317 2.38780 0.54335
H -0.88093 3.02254 1.31869
H -1.94998 4.16496 0.37607
H -3.58527 -0.29659 0.62047
H -2.01889 -0.83289 1.40010
H -3.92416 0.89662 2.57819
H -1.12720 2.14158 3.24367
H -2.50592 1.53984 4.27763
N 3.26828 -3.20510 1.19852
C 2.35616 -2.99124 2.16056
C 1.81297 -3.99716 2.94671
C 2.23226 -5.30305 2.72442
C 3.17161 -5.55108 1.73512
C 3.65690 -4.47513 1.00587
H 2.05811 -1.95417 2.29309
H 1.08001 -3.76652 3.71249
H 1.83019 -6.11752 3.31676
H 3.52028 -6.55609 1.53433
H 4.39549 -4.61817 0.22410
C 1.92740 1.59439 -6.35755
C 1.80044 2.01401 -4.90242
O 0.47966 1.90811 -4.39408
C -0.09795 0.60744 -4.39977
C 0.66909 -0.40148 -3.56434
H 1.22691 2.15455 -6.98214
H 2.94362 1.77231 -6.71811
H 1.70661 0.53273 -6.49125
H 2.07981 3.06658 -4.81609
H 2.49726 1.45390 -4.26911
H -0.22374 0.25359 -5.42842
H -1.10305 0.71485 -3.98456
H 1.66745 -0.58612 -3.97070
H 0.13756 -1.35581 -3.53635
H 0.79592 -0.03800 -2.54231
Na 3.12972 -2.26060 4.24648
*
```

Output
F_max = 6.7 eV/A
E = -2064.81337 hartree